A molecular structure, C59H43F3N4O5PbS2Se. Source: the Open Molecules 2025 dataset; level of theory: the ωB97M-V functional and the def2-TZVPD basis.

The calculation puts the HOMO-LUMO gap at 4.871 eV. For the molar mass, the calculation gives 1295.3 g/mol. The calculation puts the total energy at -178494.4900 eV. The energy relative to the best compared isomer or geometry (same formula, charge and spin) is 0.00 kJ/mol. As for the net charge: -2.

Last column: Löwdin charge in e.
CARTESIAN COORDINATES (ANGSTROEM)
1 Pb 0.3006 -0.1778 0.0435  1.00
2 C -4.9165 -8.2646 3.1329  -0.11
3 O -3.7564 -8.0636 2.3598  -0.09
4 C -3.4263 -6.7657 2.0832  -0.29
5 C -2.2502 -6.5708 1.3677  0.00
6 C -1.8364 -5.2904 1.0468  -0.01
7 C -2.5856 -4.1785 1.4375  -0.22
8 C -3.7551 -4.3895 2.1496  -0.03
9 C -4.1882 -5.6755 2.4746  -0.03
10 C -2.0960 -2.8017 1.1195  -0.11
11 C -1.5318 -2.0758 2.1740  -0.27
12 C -1.4007 -2.5691 3.5339  0.00
13 C -0.7991 -1.5920 4.2472  0.01
14 C -0.5604 -0.4963 3.3283  -0.24
15 N -1.0167 -0.8219 2.0910  0.04
16 C 0.0506 0.7139 3.6630  -0.07
17 C 0.2797 1.7474 2.7543  -0.27
18 C 0.6681 3.0801 3.1376  0.01
19 C 0.6685 3.8359 2.0151  0.01
20 C 0.2841 2.9751 0.9215  -0.23
21 C 0.0798 3.4171 -0.3847  -0.09
22 C 0.4840 4.8252 -0.6898  -0.22
23 C -0.4417 5.8561 -0.7237  -0.02
24 C -0.0584 7.1705 -0.9905  -0.03
25 C 1.2781 7.4546 -1.2344  -0.29
26 O 1.7545 8.7061 -1.5060  -0.09
27 C 0.8298 9.7664 -1.4220  -0.11
28 C 2.2192 6.4318 -1.2079  0.01
29 C 1.8244 5.1348 -0.9332  -0.01
30 C -0.4728 2.6743 -1.4208  -0.27
31 N -0.8665 1.3712 -1.3599  0.02
32 C -1.3163 1.0260 -2.6031  -0.24
33 C -1.8347 -0.2170 -2.9666  -0.07
34 C -2.1556 -0.4580 -4.4055  -0.21
35 C -3.2492 0.1263 -5.0250  -0.03
36 C -3.5266 -0.0888 -6.3749  -0.03
37 C -2.6872 -0.9016 -7.1211  -0.29
38 O -2.8661 -1.1697 -8.4485  -0.09
39 C -3.9632 -0.5450 -9.0754  -0.11
40 C -1.5889 -1.5023 -6.5161  0.00
41 C -1.3303 -1.2831 -5.1758  0.00
42 C -2.0816 -1.2588 -2.0695  -0.25
43 C -2.8165 -2.4668 -2.3780  0.00
44 C -2.9091 -3.1643 -1.2228  0.00
45 C -2.2199 -2.3927 -0.2080  -0.29
46 N -1.7431 -1.2467 -0.7596  0.00
47 C -1.2007 2.1640 -3.4885  0.00
48 C -0.6938 3.1832 -2.7552  -0.01
49 N 0.0697 1.7111 1.3974  0.03
50 C 0.4272 0.9309 5.0988  -0.20
51 C -0.5638 1.0773 6.0605  -0.04
52 C -0.2511 1.2662 7.4059  -0.04
53 C 1.0816 1.2945 7.7931  -0.29
54 O 1.4897 1.4571 9.0901  -0.09
55 C 0.4773 1.5902 10.0567  -0.12
56 C 2.0860 1.1511 6.8429  0.01
57 C 1.7647 0.9786 5.5089  -0.01
58 H -4.9924 -9.3353 3.2996  0.08
59 H -5.8155 -7.9183 2.6133  0.09
60 H -4.8536 -7.7551 4.0989  0.09
61 H -1.6648 -7.4378 1.0851  0.12
62 H -0.9090 -5.1256 0.5052  0.10
63 H -4.3394 -3.5315 2.4652  0.12
64 H -5.1060 -5.7998 3.0335  0.09
65 H -1.6994 -3.5471 3.8794  0.11
66 H -0.5112 -1.6103 5.2876  0.11
67 H 0.8882 3.3911 4.1469  0.12
68 H 0.8918 4.8885 1.9285  0.11
69 H -1.4858 5.6326 -0.5315  0.12
70 H -0.8088 7.9504 -0.9996  0.09
71 H 1.3921 10.6787 -1.6040  0.09
72 H 0.3673 9.8206 -0.4319  0.09
73 H 0.0403 9.6790 -2.1751  0.09
74 H 3.2593 6.6719 -1.3993  0.12
75 H 2.5610 4.3378 -0.8936  0.13
76 H -3.9052 0.7643 -4.4419  0.12
77 H -4.3918 0.3847 -6.8196  0.09
78 H -3.9227 -0.8333 -10.1224  0.09
79 H -3.9056 0.5454 -9.0029  0.09
80 H -4.9153 -0.8746 -8.6473  0.09
81 H -0.9417 -2.1290 -7.1178  0.12
82 H -0.4703 -1.7481 -4.7055  0.13
83 H -3.2164 -2.7253 -3.3483  0.10
84 H -3.3979 -4.1126 -1.0585  0.11
85 H -1.4711 2.1740 -4.5334  0.10
86 H -0.4744 4.1885 -3.0836  0.11
87 H -1.6048 1.0490 5.7536  0.12
88 H -1.0515 1.3861 8.1249  0.09
89 H 0.9790 1.6777 11.0175  0.08
90 H -0.1837 0.7172 10.0768  0.09
91 H -0.1307 2.4860 9.8888  0.09
92 H 3.1235 1.1647 7.1573  0.11
93 H 2.5591 0.8675 4.7752  0.02
94 Se 1.2018 -2.7058 -0.1442  -0.05
95 C 4.4608 -2.0160 1.7694  -0.17
96 O 5.1067 -1.4059 2.8910  -0.28
97 C 4.6765 -0.1932 3.2976  -1.38
98 S 5.4390 0.3883 4.7020  0.38
99 S 3.4880 0.6427 2.4253  0.54
100 H 4.7814 -3.0577 1.7714  0.08
101 H 4.7535 -1.5333 0.8355  0.08
102 H 3.3818 -1.9628 1.8487  -0.01
103 F 5.7450 4.8280 -6.4832  0.12
104 C 6.1414 3.6123 -6.0527  -0.57
105 F 7.4011 3.7599 -5.5786  0.12
106 F 6.2569 2.8301 -7.1556  0.12
107 C 5.2179 3.0263 -5.0400  -0.15
108 C 5.5157 1.7758 -4.5082  -0.02
109 C 4.6754 1.2020 -3.5730  -0.01
110 C 3.5176 1.8669 -3.1481  -0.24
111 C 3.2282 3.1179 -3.7038  -0.02
112 C 4.0720 3.6951 -4.6397  -0.02
113 C 2.6523 1.2836 -2.1687  -0.12
114 C 1.9201 0.7889 -1.3338  -0.11
115 H 6.4104 1.2573 -4.8306  0.12
116 H 4.8998 0.2315 -3.1512  0.12
117 H 2.3260 3.6283 -3.3920  0.10
118 H 3.8394 4.6646 -5.0592  0.11

Atomic forces in eV per Å
0.618 -1.175 -0.161
0.002 -0.047 -0.008
-0.122 -0.184 0.108
0.002 0.164 -0.039
0.098 0.039 -0.067
0.058 -0.055 -0.012
0.057 0.054 0.083
-0.013 -0.008 0.008
-0.016 0.138 0.012
-0.060 -0.069 0.136
-0.012 0.080 0.099
-0.016 -0.041 -0.117
0.052 0.057 0.021
-0.052 -0.254 -0.104
-0.117 0.020 0.003
0.141 0.111 0.123
0.002 0.000 -0.041
-0.003 -0.041 -0.050
0.009 -0.038 -0.048
0.133 -0.092 0.231
0.063 0.182 0.020
-0.002 -0.027 0.045
0.019 0.030 -0.011
-0.095 -0.041 -0.001
-0.110 -0.147 0.039
-0.012 0.238 -0.005
0.041 0.028 -0.033
0.105 -0.096 -0.018
0.047 -0.033 0.035
-0.115 -0.146 -0.233
-0.223 0.015 0.110
0.072 0.064 0.044
0.033 0.065 -0.144
0.032 0.067 0.018
-0.050 -0.003 0.000
-0.038 0.081 0.087
-0.013 0.020 0.180
-0.107 0.032 -0.237
0.016 -0.023 -0.037
0.092 -0.037 0.062
-0.001 -0.017 0.007
-0.056 -0.131 0.202
0.064 0.008 -0.103
0.053 -0.036 0.052
-0.103 0.041 -0.195
-0.404 0.183 0.095
0.075 -0.031 0.019
0.035 -0.026 -0.023
0.058 -0.143 -0.158
-0.086 0.032 -0.041
0.013 0.021 -0.038
-0.117 -0.018 -0.049
-0.067 -0.015 -0.166
-0.027 0.033 0.211
0.038 0.005 0.040
0.064 -0.006 -0.016
-0.009 -0.025 -0.071
-0.002 -0.056 -0.002
0.007 0.008 -0.023
0.032 -0.004 0.007
-0.017 0.035 -0.008
-0.063 0.019 0.034
0.017 -0.045 -0.011
0.034 0.021 -0.033
-0.006 0.042 -0.019
-0.013 0.011 -0.064
0.005 -0.042 -0.038
-0.016 -0.050 -0.012
0.045 0.009 -0.004
0.029 -0.062 -0.004
0.023 0.015 -0.006
0.016 -0.013 0.008
0.009 -0.024 -0.007
-0.061 -0.016 0.023
-0.053 0.040 -0.008
0.037 -0.027 -0.030
0.034 -0.017 0.041
-0.001 -0.024 -0.027
0.034 -0.006 0.003
0.016 -0.015 0.007
-0.019 0.006 0.030
-0.039 0.033 -0.017
0.016 0.012 0.069
0.004 0.043 -0.018
-0.001 -0.007 0.043
-0.023 -0.044 0.019
0.045 -0.006 0.028
0.032 -0.016 -0.063
0.021 0.005 0.022
0.020 -0.002 -0.006
0.009 -0.008 -0.017
-0.038 0.000 -0.075
-0.025 0.030 0.041
-0.096 1.090 0.116
0.103 -0.028 -0.016
-0.159 -0.024 -0.011
0.023 0.323 0.061
-0.068 -0.159 -0.106
0.116 -0.108 -0.050
0.078 0.028 0.032
-0.020 0.044 0.029
-0.127 -0.004 0.014
0.085 -0.067 -0.025
-0.034 -0.021 0.014
-0.020 0.030 -0.065
0.024 0.091 0.024
-0.015 -0.033 -0.021
-0.027 -0.048 0.050
0.096 -0.006 -0.039
-0.104 -0.038 0.095
0.000 0.038 -0.038
-0.085 0.004 0.068
0.065 0.027 -0.130
0.022 0.221 0.197
-0.005 -0.025 0.024
0.003 0.018 0.010
0.012 0.000 -0.003
-0.025 -0.003 0.021

***

A molecular structure, C16H33NOP2RuSe2. Source: the Open Molecules 2025 dataset; level of theory: the ωB97M-V functional and the def2-TZVPD basis.

The calculation puts the HOMO-LUMO gap (alpha / beta) at 8.254 / 5.344 eV. As for the spin multiplicity: 6. For the molar mass, the calculation gives 576.4 g/mol. The calculation puts the total energy at -172489.5297 eV. The energy relative to the best compared isomer or geometry (same formula, charge and spin) is 53.81 kJ/mol. As for the net charge: +3.

Last column: natural (NBO) charge in e.
CARTESIAN COORDINATES (ANGSTROEM)
1 Ru -0.2536 0.0280 0.1594  0.89
2 C -0.9326 -1.0543 3.8076  -0.93
3 P -0.2016 0.1307 2.6433  0.87
4 C -0.6681 1.7791 3.2676  -0.94
5 C 1.6018 0.0110 2.9928  -0.72
6 C 2.4447 0.8434 2.0269  -0.71
7 P 2.2561 0.3054 0.2692  0.83
8 C 3.4307 -1.0795 0.1264  -0.94
9 C 3.0804 1.6623 -0.6300  -0.94
10 H -0.5899 -0.8140 4.8150  0.27
11 H -0.6219 -2.0676 3.5537  0.26
12 H -2.0202 -0.9968 3.7803  0.26
13 H -0.3195 1.8977 4.2947  0.27
14 H -1.7533 1.8838 3.2502  0.26
15 H -0.2252 2.5571 2.6460  0.24
16 H 1.8767 -1.0461 2.9356  0.25
17 H 1.7675 0.3339 4.0233  0.27
18 H 3.5036 0.7611 2.2815  0.27
19 H 2.1721 1.9003 2.0802  0.25
20 H 4.4324 -0.7113 0.3501  0.27
21 H 3.4220 -1.4849 -0.8856  0.26
22 H 3.1799 -1.8741 0.8292  0.26
23 H 4.0261 1.8941 -0.1380  0.27
24 H 2.4587 2.5562 -0.6342  0.25
25 H 3.2982 1.3625 -1.6561  0.25
26 C -0.8183 0.1309 -5.6015  -0.84
27 Se -1.3004 0.3936 -3.7589  0.99
28 C 0.1384 1.6521 -3.2748  -0.61
29 C -0.3228 2.8451 -2.4523  -0.57
30 Se -0.6829 2.5435 -0.5289  0.26
31 C -1.1215 4.3847 -0.0606  -0.73
32 H -1.5400 -0.5453 -6.0548  0.29
33 H 0.1855 -0.2959 -5.6531  0.29
34 H -0.8372 1.0929 -6.1185  0.29
35 H 0.5333 2.0026 -4.2288  0.28
36 H 0.9152 1.0673 -2.7716  0.26
37 H -1.2127 3.2947 -2.8917  0.25
38 H 0.4704 3.5923 -2.4699  0.27
39 H -0.2110 4.9775 -0.0795  0.25
40 H -1.5458 4.3892 0.9400  0.26
41 H -1.8470 4.7768 -0.7687  0.26
42 O -2.6974 -0.3591 -0.3462  -0.76
43 C -3.1890 -1.6710 -0.0490  -0.11
44 C -2.0620 -2.6664 -0.0486  0.20
45 C -2.3550 -4.0178 0.0920  -0.22
46 C -1.3201 -4.9336 0.1310  -0.10
47 C -0.0114 -4.4746 0.0163  -0.23
48 C 0.1998 -3.1217 -0.1295  0.04
49 N -0.8046 -2.2277 -0.1582  -0.56
50 H -3.4405 0.2544 -0.2857  0.52
51 H -3.9345 -1.9699 -0.7896  0.22
52 H -3.6675 -1.6838 0.9343  0.22
53 H -3.3863 -4.3383 0.1701  0.25
54 H -1.5260 -5.9895 0.2457  0.26
55 H 0.8255 -5.1581 0.0403  0.26
56 H 1.2008 -2.7228 -0.2388  0.20

Atomic forces in eV per Å
-0.487 -0.876 -0.107
-0.064 0.012 -0.227
0.267 0.388 0.358
0.026 -0.248 0.058
-0.155 0.024 -0.057
-0.152 -0.134 -0.138
0.622 0.379 0.353
-0.222 -0.020 -0.087
-0.087 -0.152 -0.102
-0.009 -0.008 0.011
-0.011 -0.009 0.013
0.000 -0.004 0.014
-0.037 0.055 0.012
-0.002 0.024 -0.011
0.019 0.013 0.023
-0.011 -0.005 0.045
0.044 -0.042 0.005
0.018 0.084 -0.005
0.040 0.012 -0.003
0.011 -0.006 0.015
0.023 -0.022 0.013
0.016 -0.004 0.001
0.014 -0.023 0.000
-0.019 -0.005 0.026
0.000 0.014 0.001
-0.076 -0.132 -0.228
0.266 0.269 -0.052
-0.072 0.022 0.076
-0.139 0.161 0.235
-0.068 -0.183 -0.643
-0.004 0.243 0.101
-0.030 -0.022 0.101
0.019 0.028 0.096
-0.005 0.062 0.127
0.036 -0.040 0.005
-0.084 -0.090 -0.036
-0.007 0.070 0.086
0.035 -0.015 -0.135
0.028 -0.064 -0.009
-0.008 -0.102 -0.007
-0.043 -0.135 -0.014
0.219 -0.104 0.003
-0.063 -0.110 0.013
0.068 -0.139 0.004
0.009 0.037 -0.043
-0.016 0.057 0.002
0.022 0.018 -0.002
0.006 -0.128 -0.053
-0.073 0.635 0.144
0.133 0.133 0.026
0.016 0.026 0.014
-0.020 0.058 -0.018
0.008 -0.010 0.004
0.000 -0.001 -0.002
0.008 0.014 -0.022
-0.009 -0.004 0.014

***

- Which formula does entry 1 have?
  C59H43F3N4O5PbS2Se

***

- net charge of number 2 (C16H33NOP2RuSe2)?
  +3

***

- Among the records above, which one has the lowest energy relative to the best compared isomer or geometry (same formula, charge and spin)?
  C59H43F3N4O5PbS2Se

***

- Look up the net charge of the first one.
  -2